93
Properties=species:S:1:pos:R:3:forces:R:3 method="wB97M-V/def2-TZVPD" lumo_ev=0.39 relative_energy_kcal_mol=4.16 gap_ev=6.6342
Zn 0.448 -0.366 0.708 -0.1 -0.1 -0.1
C -0.768 2.060 -1.807 0.0 0.0 0.0
C -2.153 1.468 -1.547 0.0 -0.1 -0.1
C -2.185 0.248 -0.616 -0.1 0.0 0.0
N -1.416 0.419 0.595 0.0 0.1 0.1
C -1.871 1.098 1.618 0.0 -0.1 0.0
C -3.175 1.660 1.618 0.0 0.0 -0.1
C -3.889 2.409 2.534 -0.1 0.0 0.1
C -3.518 2.923 3.763 0.0 0.0 0.0
C -2.264 2.736 4.337 0.0 0.1 0.0
C -1.172 2.007 3.921 0.0 -0.1 0.0
C -0.919 1.163 2.791 -0.1 0.0 0.0
N 0.157 0.443 2.664 0.1 0.0 0.0
C 1.151 0.373 3.726 -0.1 0.0 0.1
C 2.588 0.170 3.256 0.0 0.0 0.1
C 2.797 -1.045 2.357 0.0 0.0 0.0
N 2.422 -0.735 0.997 0.0 0.0 0.0
C 3.251 -0.225 0.120 0.0 -0.1 0.0
C 4.614 0.026 0.412 0.0 0.0 0.0
C 5.676 0.436 -0.367 0.1 0.0 0.0
C 5.741 0.746 -1.717 0.0 0.0 0.0
C 4.657 0.743 -2.579 0.1 0.0 0.0
C 3.321 0.467 -2.358 0.0 0.0 0.0
C 2.601 0.055 -1.208 0.0 0.1 0.0
N 1.304 -0.152 -1.218 0.0 0.0 0.0
C 0.558 -0.076 -2.458 0.1 0.0 0.0
C 0.098 1.335 -2.835 0.0 0.0 -0.1
H -0.904 3.083 -2.175 0.0 -0.1 0.0
H -0.216 2.149 -0.866 -0.1 -0.1 -0.1
H -2.789 2.248 -1.119 0.0 -0.1 0.0
H -2.620 1.180 -2.497 0.0 0.0 0.0
H -3.230 -0.013 -0.398 0.0 0.0 0.0
H -1.770 -0.615 -1.134 0.0 0.0 0.0
H -3.735 1.445 0.719 0.0 0.0 0.0
H -4.901 2.646 2.216 0.0 0.0 0.0
H -4.241 3.515 4.308 0.0 0.0 0.0
H -2.108 3.249 5.283 0.0 0.0 0.0
H -0.350 2.067 4.615 0.0 0.0 0.0
H 1.167 1.263 4.354 0.0 0.0 0.0
H 0.874 -0.465 4.381 0.0 0.0 0.0
H 2.932 1.064 2.731 0.0 0.0 0.0
H 3.202 0.072 4.158 0.0 0.0 0.0
H 3.821 -1.422 2.441 0.0 0.0 0.0
H 2.145 -1.857 2.699 0.0 0.0 0.0
H 4.880 -0.146 1.446 0.0 0.0 0.0
H 6.613 0.521 0.176 0.0 0.0 0.0
H 6.703 1.032 -2.121 0.0 0.0 0.0
H 4.880 1.032 -3.603 0.0 0.0 0.0
H 2.706 0.612 -3.235 0.0 0.0 0.0
H 1.140 -0.490 -3.292 -0.1 0.0 0.0
H -0.312 -0.730 -2.362 0.0 0.0 0.0
H 0.981 1.952 -3.021 0.0 0.0 0.0
H -0.443 1.268 -3.788 0.0 0.0 0.0
N 0.019 -2.475 0.332 0.2 0.1 0.1
S -1.187 -3.431 0.021 0.0 0.1 0.0
C -0.634 -5.122 0.265 0.0 -0.1 0.0
C 0.566 -5.349 0.913 0.0 0.0 0.0
C 0.973 -6.659 1.139 0.0 0.0 0.0
C 0.179 -7.716 0.730 0.0 0.0 0.0
C -1.032 -7.474 0.091 0.0 0.0 0.0
C -1.445 -6.174 -0.144 0.0 0.0 0.0
C -1.440 -3.488 -1.752 0.0 0.0 0.0
C -0.420 -3.881 -2.610 0.0 0.0 0.0
C -0.603 -3.768 -3.976 0.0 0.0 0.0
C -1.800 -3.269 -4.479 0.0 0.0 0.0
C -2.816 -2.885 -3.619 0.0 0.0 0.0
C -2.636 -2.991 -2.245 0.0 0.0 0.0
H 0.845 -2.688 -0.228 0.0 0.0 0.0
H 1.164 -4.508 1.238 0.0 0.0 0.0
H 1.915 -6.847 1.639 0.0 0.0 0.0
H 0.500 -8.734 0.908 0.0 0.0 0.0
H -1.653 -8.301 -0.227 0.0 0.0 0.0
H -2.383 -5.980 -0.649 0.0 0.0 0.0
H 0.509 -4.270 -2.210 0.0 0.0 0.0
H 0.188 -4.064 -4.652 0.0 0.0 0.0
H -1.937 -3.179 -5.548 0.0 0.0 0.0
H -3.746 -2.498 -4.012 0.0 0.0 0.0
H -3.413 -2.677 -1.560 0.0 0.0 0.0
S 1.744 3.032 0.904 0.1 0.1 0.0
C 0.476 4.102 0.632 0.0 0.0 0.0
N -0.486 4.310 1.544 0.0 0.0 -0.1
C -1.665 5.132 1.327 0.0 0.1 0.1
C -1.997 5.155 -0.155 0.0 0.0 0.0
C -0.762 5.590 -0.928 0.0 0.1 0.0
N 0.377 4.778 -0.530 0.0 0.1 0.1
H -0.439 3.728 2.365 0.0 0.0 0.1
H -1.489 6.152 1.687 0.0 0.0 0.0
H -2.477 4.705 1.914 0.0 0.0 0.0
H -2.820 5.843 -0.350 0.0 0.0 0.0
H -2.301 4.156 -0.469 0.0 0.0 0.0
H -0.560 6.650 -0.740 0.0 0.0 0.0
H -0.909 5.468 -2.002 0.0 0.0 0.0
H 1.114 4.583 -1.185 0.0 0.0 0.0